The following is a quantum chemistry calculation of the molecule C3H4ClNS2 at a distorted geometry, from the OMol25 dataset.

Calculated values
Energy above the lowest of the compared OMol25 structures with the same formula, charge and spin in kcal/mol: 82.6
Gap between HOMO and LUMO (alpha / beta) in eV: 7.32 / 7.59
2S+1: 1

Positions of all 11 atoms, in Å:
C  -1.757  -0.568  -0.117
S  1.234  1.621  -1.155
H  1.534  -0.857  -0.215
Cl  -3.365  -0.592  -0.385
C  0.680  -0.507  0.367
C  -0.605  -1.149  -0.181
H  1.992  2.527  -0.533
H  0.780  -0.826  1.410
H  -0.428  -2.136  -0.593
N  0.646  0.918  0.349
S  -0.713  1.568  1.054

Results of the Löwdin charge analysis, in e, for atoms 1 through 5: atom 1 (C): -0.690, atom 2 (S): 0.703, atom 3 (H): 0.095, atom 4 (Cl): 0.717, atom 5 (C): -0.379



The following is a quantum chemistry calculation of a structure of composition C43H62GeILaN5OP3S5 at a distorted geometry, from the OMol25 dataset.

Calculated values
Energy above the lowest of the compared OMol25 structures with the same formula, charge and spin in kcal/mol: 0.0
Gap between HOMO and LUMO (alpha / beta) in eV: 5.49 / 2.32
2S+1: 2
Charge: -1

Positions of all 122 atoms, in Å:
H  -5.221  0.109  -1.736
H  6.670  -1.273  2.822
C  2.607  -2.020  -8.186
C  -3.704  -0.104  -0.192
H  -1.787  -4.463  1.008
H  0.180  -5.246  -3.590
H  -0.881  5.252  -3.180
H  0.959  4.821  -0.188
H  -1.480  0.602  4.310
H  0.722  5.338  -1.933
H  2.696  3.481  3.990
H  -2.398  -5.561  -0.287
H  -0.762  -5.634  -2.095
C  -2.599  -4.344  -3.633
H  -7.159  -0.041  0.006
N  1.017  -0.152  2.318
C  1.884  0.265  3.385
H  -3.143  -2.201  2.563
H  4.252  -2.521  4.403
N  -1.786  2.278  0.081
C  -2.619  -4.741  0.358
H  -2.489  3.719  -1.320
H  1.749  3.032  -2.578
C  -2.634  -1.231  -2.135
C  3.094  1.583  -4.881
P  -0.430  2.581  -2.072
O  2.300  -1.148  -1.398
H  -2.254  -4.178  3.383
C  -1.382  3.894  3.391
S  3.303  -3.134  -4.209
C  -1.294  -1.108  2.321
C  -2.211  2.723  -4.266
C  -1.241  2.779  4.205
H  5.286  -1.425  5.299
H  4.343  1.124  5.266
H  -2.840  2.204  -3.485
S  2.950  -1.526  -9.736
I  5.789  0.746  -1.846
H  3.534  -1.118  5.325
H  -1.141  4.285  -0.392
H  3.069  2.294  -0.749
C  -3.136  -3.502  -0.442
C  4.064  1.828  4.444
C  -0.197  -3.493  3.315
H  6.304  0.432  2.381
H  -2.954  -5.135  -2.992
H  -1.848  4.660  1.408
C  3.055  2.904  4.885
C  -5.777  -0.128  1.629
H  5.624  3.284  4.991
P  -1.698  -2.756  -1.489
C  -6.102  -0.088  0.267
H  3.492  3.549  5.613
H  -2.757  3.633  -4.503
H  -3.544  -5.013  0.922
C  1.972  2.357  -0.583
C  6.154  -0.334  3.127
C  -2.087  -2.199  2.659
C  0.141  -1.217  2.506
H  -6.575  -0.132  2.370
C  0.646  -2.469  2.962
H  -0.917  4.969  -4.930
C  -1.665  1.326  2.317
H  1.375  1.109  3.909
H  -2.359  -4.865  -4.636
H  1.459  -1.531  -1.056
La  3.193  -0.535  -3.230
C  -4.489  -0.046  2.106
H  -3.350  -2.626  0.299
S  1.076  -1.502  -7.458
H  -2.152  -0.899  -3.037
H  -0.009  2.570  -4.430
H  -0.891  -2.978  -3.690
C  5.338  2.649  4.087
C  4.381  -1.456  4.704
H  -3.672  -1.529  -2.466
C  -0.277  -4.848  -2.683
H  5.116  3.323  3.305
C  -1.578  3.378  -0.878
C  2.763  -2.482  -5.615
N  2.747  2.645  -5.242
C  -1.436  1.493  3.697
H  1.729  2.711  0.434
S  3.686  -2.775  -7.069
P  3.647  0.896  2.921
H  2.135  2.422  5.254
S  0.623  -0.928  -4.604
C  1.281  3.218  -1.597
H  -5.271  -3.695  -0.374
H  -0.942  2.898  5.274
N  -1.971  0.042  1.682
H  1.714  -2.523  3.013
H  0.588  -4.458  -2.080
C  1.362  4.709  -1.227
H  -4.610  -4.941  -1.403
N  -2.683  -0.203  -1.097
H  1.422  -0.011  1.412
C  -1.319  -3.759  -2.998
H  2.399  5.080  -1.223
H  -2.290  2.160  -5.248
C  -0.475  4.621  -3.991
H  1.740  1.281  -0.615
C  1.525  -1.730  -5.792
H  0.611  4.884  -4.084
C  -1.694  2.456  1.443
C  -5.068  -0.017  -0.666
C  -3.398  -0.084  1.234
C  -0.767  3.124  -3.816
H  -4.804  -3.307  -2.013
H  6.173  2.004  3.851
C  4.642  -0.613  3.390
Ge  -0.961  0.579  -0.548
H  1.954  -0.522  4.163
H  -3.350  -3.556  -3.834
C  -4.504  -3.895  -1.129
H  4.308  -1.303  2.569
H  0.253  -4.388  3.755
H  6.683  -0.002  4.023
H  -1.304  4.900  3.727
H  -4.281  0.061  3.176
C  -1.551  -3.370  3.169
C  -1.612  3.744  2.024

Results of the Löwdin charge analysis, in e, for atoms 1 through 5: atom 1 (H): 0.110, atom 2 (H): 0.087, atom 3 (C): -1.479, atom 4 (C): -0.259, atom 5 (H): 0.044



The following is a quantum chemistry calculation of a structure of composition C40H52N2O3P2RuS2Se2 at a distorted geometry, from the OMol25 dataset.

Calculated values
Energy above the lowest of the compared OMol25 structures with the same formula, charge and spin in kcal/mol: 10.6
Gap between HOMO and LUMO (alpha / beta) in eV: 8.16 / 6.32
2S+1: 6
Charge: +1

Positions of all 104 atoms, in Å:
H  0.978  2.292  0.057
H  -0.816  -4.210  -1.043
H  2.288  0.760  1.534
H  -5.323  -2.291  2.559
C  4.659  -1.569  1.995
C  -1.696  1.954  -2.507
H  0.419  5.178  -5.127
C  -0.015  -4.139  4.558
H  -1.515  4.429  -2.355
C  3.018  2.905  -0.392
C  -1.273  -4.457  4.234
C  2.634  -0.250  1.605
H  3.238  4.183  -2.141
H  1.097  -1.058  -3.104
H  4.576  2.492  -3.471
H  0.156  -1.008  3.486
C  1.270  -4.520  -1.579
H  0.727  1.052  -2.252
H  3.059  0.412  -3.357
H  -5.093  0.426  6.611
O  -0.894  4.734  -3.045
C  -4.041  -0.240  4.846
C  -0.334  -1.943  3.755
C  3.893  -0.369  2.437
H  1.458  -2.567  4.682
H  1.772  -0.831  2.035
H  -1.110  0.476  -4.671
C  -6.283  -1.870  4.512
H  -0.766  -1.780  -1.295
Se  -3.209  -1.787  0.628
C  2.819  1.312  -2.915
S  -4.924  2.325  1.180
C  -6.385  3.347  0.903
H  -3.160  0.442  4.879
H  2.838  -1.875  0.268
H  0.765  3.520  -6.990
C  -5.334  -1.782  3.506
C  2.913  -0.822  0.216
C  -1.601  -2.225  3.333
H  3.652  2.178  0.121
H  0.837  -4.758  -2.597
C  2.396  -2.566  -2.653
N  -2.568  2.744  -1.923
C  3.798  3.345  -1.691
S  -4.685  4.323  -1.009
H  2.834  -3.347  -0.749
H  -6.812  3.564  1.873
H  3.409  -4.426  -2.120
C  -0.618  3.723  -3.927
H  2.387  1.857  -3.791
H  -3.046  -3.794  3.195
H  3.045  3.740  0.352
C  -0.703  1.466  -4.808
H  -1.699  -5.452  4.332
H  3.658  -0.330  3.480
C  -4.029  2.855  -0.234
C  1.680  2.478  -0.822
P  -2.710  -0.985  2.673
Ru  -1.753  0.185  0.044
H  -7.311  -2.269  4.368
H  -7.055  2.753  0.346
C  0.489  -2.911  4.332
C  0.162  -3.693  -0.989
H  4.693  3.844  -1.319
H  4.450  -0.482  -1.264
H  6.214  -0.948  0.641
H  4.542  0.500  2.276
C  -0.990  2.398  -3.765
C  0.162  3.223  -6.152
C  2.620  -3.785  -1.719
H  5.364  -2.374  0.099
H  3.966  -2.411  2.056
H  0.487  -3.487  0.010
C  -4.186  -0.998  3.706
H  -6.860  5.080  -0.277
C  1.241  -1.647  -2.164
H  0.070  1.185  -6.764
H  -5.583  5.329  0.955
C  4.113  2.139  -2.598
H  3.295  -1.919  -2.693
H  -0.452  -2.784  -2.767
C  1.719  1.136  -1.777
C  -5.988  4.631  0.216
C  -2.065  -3.511  3.579
H  2.132  -2.826  -3.701
C  4.349  -0.445  -0.173
O  -1.354  0.816  -1.933
O  0.296  -0.300  0.106
H  1.362  -5.438  -0.966
H  4.542  0.549  0.152
H  4.904  1.631  -2.084
Se  -1.916  1.012  2.534
C  -6.200  -1.023  5.598
C  5.216  -1.424  0.571
C  -5.094  -0.259  5.784
H  0.632  -4.840  5.048
N  -2.997  2.154  -0.670
C  -0.172  1.923  -5.987
C  -0.021  -2.433  -1.808
H  -6.971  -0.895  6.385
H  5.443  -1.770  2.747
P  1.537  -0.404  -0.801
H  1.327  3.376  -1.375
C  0.010  4.152  -5.084

Results of the Löwdin charge analysis, in e, for atoms 1 through 5: atom 1 (H): 0.112, atom 2 (H): 0.128, atom 3 (H): 0.096, atom 4 (H): 0.067, atom 5 (C): -0.200



The following is a quantum chemistry calculation of a cluster of 4 separate species, C17H45N5O7P in total at a distorted geometry, from the OMol25 dataset.

Calculated values
Gap between HOMO and LUMO in eV: 5.42
2S+1: 1
Charge: -1

Positions of all 75 atoms, in Å:
C  -10.804  0.775  -2.616
H  -0.880  1.844  -2.698
C  -3.913  1.393  -5.793
H  3.681  -0.605  0.191
C  -4.245  1.968  -4.293
H  10.174  2.436  7.194
O  -0.301  1.214  -2.178
N  -1.591  -1.416  -1.947
C  4.780  -0.988  2.658
C  3.312  -0.631  2.335
H  -1.005  -0.269  1.036
H  5.781  -3.998  1.834
H  7.558  -0.225  6.426
H  -8.975  1.901  -0.929
H  10.555  -0.197  5.002
H  8.716  1.456  7.081
C  -2.436  -1.167  -3.208
H  3.200  0.451  2.476
H  8.543  -0.957  3.632
H  -10.881  0.037  -3.421
H  -7.617  1.738  -3.630
H  -3.263  1.972  -3.613
C  9.747  1.540  6.735
C  -9.620  1.711  -2.841
C  7.951  -0.913  5.673
H  -8.579  -1.491  -2.768
C  9.809  0.490  4.583
H  7.443  1.558  4.625
C  -8.327  0.982  -3.270
H  -3.038  -0.187  -2.997
H  -9.897  2.391  -3.656
H  5.037  -0.522  3.619
H  -7.403  -1.577  -1.442
N  2.378  -1.311  3.248
H  -4.701  3.045  -4.266
C  -1.380  -1.080  -4.460
C  8.435  -0.196  4.415
O  -0.307  -0.234  0.293
C  5.170  -3.115  1.627
H  4.196  -3.465  1.282
N  -9.408  2.516  -1.625
H  5.665  -2.527  0.848
H  -8.506  0.304  -4.112
H  2.730  -2.003  0.724
C  -8.197  -0.969  -1.886
H  -1.110  -2.171  -4.849
N  -2.593  0.924  -0.645
H  10.173  0.765  3.584
H  -8.685  3.209  -1.817
H  -10.745  0.239  -1.665
H  -3.430  0.367  -0.927
N  7.403  0.762  3.982
H  -4.833  1.406  -6.533
H  7.686  1.162  3.087
H  -4.963  1.174  -3.773
O  -7.653  0.301  -2.206
H  -3.121  -2.129  -3.345
O  -3.985  -1.170  -6.032
H  -3.074  2.111  -6.244
H  2.587  -1.020  4.203
H  -11.740  1.345  -2.598
H  -0.358  -0.666  -4.000
H  -8.982  -0.859  -1.136
O  9.772  1.712  5.327
H  8.757  -1.497  6.128
O  -1.752  -0.139  -5.528
H  10.333  0.674  7.057
C  2.911  -0.939  0.894
H  7.138  -1.604  5.425
C  -3.201  -0.118  -5.781
O  5.022  -2.388  2.836
H  2.620  -2.306  3.240
H  1.982  -0.418  0.640
P  -1.221  0.160  -1.136
H  5.471  -0.566  1.919

Results of the Löwdin charge analysis, in e, for atoms 1 through 5: atom 1 (C): -0.082, atom 2 (H): 0.054, atom 3 (C): -0.155, atom 4 (H): 0.078, atom 5 (C): -0.134



The following is a quantum chemistry calculation of the molecule C20H15ClF3NO4 at a distorted geometry, from the OMol25 dataset.

Calculated values
Energy above the lowest of the compared OMol25 structures with the same formula, charge and spin in kcal/mol: 0.0
Gap between HOMO and LUMO in eV: 8.45
2S+1: 1
SMILES: Cc1[nH]c(CO)c(-c2ccc(Oc3ccc(OC(F)(F)F)cc3)cc2)c(=O)c1Cl

Positions of all 44 atoms, in Å:
C  -3.025  3.847  -0.285
C  3.936  -3.241  2.596
H  3.204  -4.773  -2.040
H  5.267  -3.709  4.267
C  -3.442  3.850  -2.630
C  1.980  -1.755  2.536
H  2.917  -2.333  -1.586
C  -4.947  6.325  -1.111
O  -3.595  5.922  -1.401
H  1.715  0.579  0.108
C  -3.144  2.501  -2.660
N  3.754  -3.434  1.211
O  1.131  -1.139  3.136
C  -1.430  -0.035  -1.084
C  0.699  -1.312  0.304
H  5.138  -4.972  3.019
C  3.066  -2.424  3.289
H  1.641  -3.509  -1.233
H  -3.651  4.406  -3.534
O  -2.579  0.474  -1.664
F  -5.573  5.546  -0.209
F  -5.663  6.356  -2.298
C  -2.793  1.820  -1.532
H  6.052  -3.429  2.765
C  5.162  -3.884  3.217
C  0.788  0.043  -0.050
H  -3.183  1.936  -3.601
H  -2.403  -1.962  -0.967
O  3.533  -4.271  -1.282
H  -0.229  1.727  -0.981
C  -3.401  4.567  -1.438
C  -2.724  2.506  -0.341
C  -1.515  -1.389  -0.719
H  -2.416  2.009  0.545
C  -0.460  -2.034  -0.101
H  -2.986  4.285  0.658
C  1.779  -1.951  1.102
H  4.352  -4.085  0.686
C  -0.257  0.668  -0.767
C  2.641  -3.194  -0.968
Cl  3.309  -2.164  4.993
C  2.740  -2.825  0.482
F  -4.880  7.572  -0.611
H  -0.510  -3.116  0.177

Results of the Löwdin charge analysis, in e, for atoms 1 through 5: atom 1 (C): 0.025, atom 2 (C): -0.273, atom 3 (H): 0.099, atom 4 (H): 0.034, atom 5 (C): 0.014